{"formula": "C53H67BMnN13OS3Sb", "method": "ωB97M-V with the def2-TZVPD basis set", "max_force_ev_per_a": 0.64, "gap_ev": [7.52, 7.53], "multiplicity": 6, "de_lowest_kcal_mol": 0.0, "s_squared": 8.755, "symbols": ["Mn", "C", "C", "C", "C", "N", "C", "C", "N", "B", "N", "C", "C", "N", "C", "S", "C", "C", "C", "C", "N", "C", "C", "N", "C", "S", "C", "C", "C", "C", "C", "S", "H", "H", "H", "H", "H", "H", "H", "H", "H", "H", "H", "H", "H", "H", "H", "H", "H", "H", "H", "H", "H", "H", "H", "H", "H", "H", "H", "H", "H", "H", "H", "H", "H", "H", "O", "N", "C", "C", "N", "C", "N", "C", "C", "C", "C", "N", "N", "C", "H", "H", "H", "H", "H", "H", "H", "H", "N", "C", "N", "C", "C", "C", "C", "C", "H", "H", "H", "H", "H", "H", "H", "H", "H", "H", "C", "C", "C", "C", "C", "C", "Sb", "C", "C", "C", "C", "C", "C", "C", "C", "C", "C", "C", "C", "H", "H", "H", "H", "H", "H", "H", "H", "H", "H", "H", "H", "H", "H", "H"], "coordinates": [[0.102048, 0.413658, 0.113192], [0.156257, 1.245914, 6.009405], [1.389966, 1.729655, 5.248453], [1.088885, 2.942466, 4.370823], [2.460275, 2.119030, 6.266252], [1.911319, 0.622818, 4.386963], [3.199098, 0.106224, 4.457796], [3.312305, -0.823279, 3.495058], [2.104631, -0.895852, 2.830788], [1.871897, -1.728792, 1.547756], [3.196071, -1.811161, 0.784275], [4.027182, -2.902810, 0.656853], [4.982678, -2.583230, -0.227709], [4.728392, -1.283928, -0.671034], [3.626099, -0.813056, -0.022679], [2.904432, 0.733279, -0.065967], [5.583921, -0.680688, -1.732231], [5.586386, -1.641110, -2.929357], [5.084425, 0.676327, -2.212569], [6.992834, -0.516278, -1.160752], [1.311421, -3.116161, 1.886645], [0.951107, -3.554181, 3.148234], [0.314631, -4.725130, 3.007300], [0.273871, -5.027128, 1.645494], [0.890504, -4.019104, 0.947309], [1.188904, -3.855243, -0.710504], [-0.432468, -6.262186, 1.196129], [-1.869258, -6.192818, 1.720263], [0.305235, -7.463374, 1.791832], [-0.489855, -6.423199, -0.317264], [1.251811, -0.006036, 3.379387], [-0.361135, 0.275856, 2.862544], [-0.199807, 2.051404, 6.655037], [0.410970, 0.389387, 6.638474], [-0.647778, 0.961188, 5.332678], [0.685905, 3.741941, 4.996909], [0.371592, 2.706459, 3.586891], [1.999660, 3.301330, 3.888983], [2.052750, 2.917899, 6.885278], [3.360140, 2.502587, 5.783914], [2.723340, 1.289174, 6.924898], [3.925379, 0.449421, 5.166413], [4.159498, -1.421548, 3.204970], [1.098858, -1.162020, 0.847894], [3.843851, -3.824070, 1.183032], [5.805940, -3.165423, -0.596816], [4.562246, -1.862009, -3.237247], [6.084518, -2.584418, -2.706318], [6.112295, -1.176852, -3.765258], [4.068330, 0.620309, -2.603989], [5.757445, 0.996024, -3.011554], [5.092161, 1.425371, -1.423692], [7.412264, -1.469176, -0.835077], [6.975217, 0.165088, -0.308575], [7.652968, -0.099090, -1.923338], [1.173049, -2.986762, 4.035830], [-0.103758, -5.375260, 3.753163], [-1.920156, -6.232499, 2.809488], [-2.439903, -7.036227, 1.326835], [-2.337841, -5.271473, 1.379531], [0.343597, -7.424096, 2.881382], [1.327091, -7.504380, 1.410889], [-0.206592, -8.384001, 1.506455], [-1.023253, -5.599594, -0.790021], [-1.026277, -7.354555, -0.512653], [0.499608, -6.479540, -0.763994], [0.096047, 2.483985, 0.451667], [1.073682, 3.150596, 0.957548], [1.749086, 3.840248, 0.097055], [2.830891, 4.645267, 0.580300], [3.704517, 5.292517, 0.953360], [1.460397, 3.783896, -1.311802], [1.228732, 3.739355, -2.436932], [-4.073196, -2.843864, 1.966756], [-3.143672, -2.432938, 0.875351], [-3.142142, -2.685928, -0.478439], [-2.053109, -1.963549, -1.001079], [-1.423638, -1.315425, -0.025709], [-2.102834, -1.615526, 1.099355], [-1.625596, -1.895842, -2.428412], [-4.574119, -3.775796, 1.708419], [-4.838188, -2.080232, 2.121257], [-3.538940, -2.989431, 2.907766], [-3.846849, -3.290285, -1.027592], [-1.698079, -1.322523, 1.984229], [-2.080815, -2.715629, -2.983681], [-0.543483, -1.984503, -2.501824], [-1.935375, -0.954543, -2.890807], [0.301616, 0.547469, -2.021094], [0.394997, 0.792874, -3.143711], [0.478818, 1.082097, -4.417232], [0.136528, 2.421135, -4.932954], [1.400402, 3.149896, -5.389252], [2.445267, 2.170188, -5.960100], [1.785760, 0.894541, -6.476884], [1.153614, 0.127322, -5.319932], [-0.372318, 2.973171, -4.142973], [-0.565762, 2.285371, -5.757303], [1.815492, 3.693528, -4.541084], [1.115549, 3.890853, -6.138569], [3.160722, 1.899867, -5.178930], [3.020186, 2.648284, -6.753482], [2.509641, 0.241125, -6.964933], [1.029445, 1.138368, -7.227584], [1.925986, -0.385740, -4.743916], [0.441513, -0.620576, -5.674519], [-2.605261, 4.904945, -4.065158], [-2.500956, 5.425911, -2.783097], [-2.585885, 4.587886, -1.677883], [-2.777702, 3.217998, -1.837639], [-2.864845, 2.703750, -3.131687], [-2.785487, 3.539136, -4.238033], [-2.729387, 1.887000, -0.164124], [-3.317837, 3.296068, 1.314307], [-4.441104, 4.110827, 1.164363], [-4.784433, 5.023000, 2.151977], [-4.005755, 5.131929, 3.299365], [-2.882996, 4.332629, 3.452591], [-2.538760, 3.418144, 2.462312], [-4.632948, 0.912795, -0.402219], [-5.607096, 0.959287, 0.595900], [-6.772074, 0.206816, 0.492912], [-6.982192, -0.607443, -0.611864], [-6.016037, -0.674137, -1.606686], [-4.849636, 0.071111, -1.493779], [-2.539137, 5.559036, -4.926170], [-2.344247, 6.488379, -2.640059], [-2.493373, 5.012020, -0.684762], [-2.979129, 1.638429, -3.293500], [-2.863018, 3.123758, -5.236100], [-5.049383, 4.037795, 0.268719], [-5.657345, 5.651935, 2.025696], [-4.274055, 5.845138, 4.069489], [-2.268916, 4.419040, 4.341184], [-1.655822, 2.799936, 2.582148], [-5.463513, 1.588739, 1.467024], [-7.517743, 0.261427, 1.277804], [-7.891654, -1.190066, -0.694897], [-6.164561, -1.316231, -2.467224], [-4.095640, -0.031672, -2.266351]], "atomic_forces_ev_per_a": [[0.2963, -0.0986, 0.3698], [-0.0513, -0.0246, 0.0026], [0.0162, -0.0018, -0.0132], [-0.0364, 0.0076, -0.0296], [-0.0005, -0.0096, -0.0137], [0.0402, 0.0293, 0.1383], [-0.1163, 0.1017, 0.0326], [-0.0649, -0.0606, -0.1095], [-0.0305, -0.0434, 0.0445], [0.1559, -0.0575, 0.0856], [0.0245, -0.0559, 0.0190], [-0.0806, 0.0687, 0.0619], [0.0355, 0.1526, -0.0546], [0.0783, -0.0701, -0.1172], [0.0360, -0.1346, 0.0460], [-0.1860, -0.0040, 0.2018], [-0.0046, 0.0070, 0.0143], [-0.0157, 0.0063, 0.0307], [0.0041, 0.0464, -0.0565], [0.0237, 0.0053, -0.0048], [0.0092, -0.0225, 0.0194], [0.0367, 0.1079, -0.0993], [-0.0128, -0.1028, -0.1302], [-0.1476, -0.0035, 0.0877], [0.0864, -0.0348, 0.0707], [-0.1068, 0.1187, 0.0832], [0.0884, 0.0170, 0.0198], [-0.0044, -0.0808, 0.0409], [0.0136, -0.0251, -0.0093], [-0.0218, -0.0024, -0.0412], [0.1392, -0.0076, -0.0489], [0.1112, -0.0304, -0.1198], [0.0170, -0.0234, -0.0165], [-0.0128, 0.0160, -0.0162], [0.0556, 0.0322, 0.0657], [0.0149, -0.0078, -0.0217], [0.0512, 0.0352, 0.0835], [-0.0162, -0.0032, -0.0001], [0.0065, -0.0050, -0.0085], [-0.0054, -0.0058, 0.0070], [0.0007, 0.0003, -0.0173], [-0.0034, 0.0158, 0.0286], [-0.0599, 0.0249, 0.0127], [-0.2593, -0.0823, -0.1547], [-0.0034, 0.0543, -0.0305], [-0.0183, 0.0210, -0.0083], [0.0293, 0.0299, 0.0016], [-0.0065, -0.0030, 0.0157], [-0.0044, -0.0088, 0.0331], [0.0614, 0.0055, -0.0024], [-0.0118, 0.0028, 0.0015], [0.0296, -0.0499, -0.0692], [-0.0102, 0.0067, 0.0000], [0.0024, -0.0135, -0.0181], [-0.0184, -0.0079, 0.0153], [-0.0068, -0.0174, -0.0452], [0.0034, 0.0176, -0.0240], [0.0016, 0.0203, -0.0257], [0.0258, 0.0147, 0.0323], [-0.0652, 0.0845, -0.0344], [-0.0019, 0.0084, -0.0198], [-0.0195, 0.0027, 0.0082], [0.0095, 0.0149, 0.0025], [0.0286, -0.0440, 0.0169], [-0.0059, -0.0034, -0.0084], [-0.0597, -0.0130, 0.0250], [-0.4463, -0.3662, -0.2650], [0.0228, 0.1453, 0.3664], [0.4005, 0.3377, -0.2465], [0.0383, -0.0419, -0.0914], [-0.0018, 0.0186, 0.0106], [0.0334, 0.0933, 0.1091], [-0.0146, 0.0880, 0.3901], [0.0343, -0.0291, 0.0019], [0.0163, -0.0118, 0.0038], [0.0026, -0.0415, -0.0628], [-0.0616, -0.0469, -0.0046], [0.0121, -0.0409, -0.0560], [0.0324, -0.0722, 0.0333], [-0.0193, -0.0413, 0.0223], [0.0081, 0.0129, -0.0025], [0.0106, -0.0063, -0.0028], [-0.0090, 0.0063, -0.0296], [0.0372, 0.0273, 0.0223], [-0.0098, 0.0777, 0.0270], [-0.0036, 0.0067, 0.0030], [0.0109, 0.0036, -0.0022], [0.0437, -0.0138, 0.0080], [-0.2375, -0.1199, 0.0317], [-0.0672, 0.4436, -0.3136], [0.0526, -0.2299, 0.0599], [0.2309, 0.0248, 0.1323], [0.1122, -0.0113, -0.0950], [-0.0733, 0.0364, -0.0095], [0.0193, -0.0021, -0.0152], [-0.0144, 0.1448, 0.0537], [0.1685, -0.1334, -0.1405], [-0.0197, -0.0416, -0.0030], [-0.0442, -0.0970, -0.2118], [-0.0277, -0.0223, -0.0856], [0.0056, -0.0144, 0.0368], [0.0036, 0.0005, 0.0021], [0.0101, -0.0073, -0.0099], [-0.0067, 0.0118, 0.0084], [0.0179, -0.0107, -0.0034], [-0.0312, -0.0179, -0.0116], [-0.0202, -0.0291, -0.0132], [0.0251, -0.0230, 0.0069], [0.0315, 0.0241, -0.0177], [-0.0125, -0.0230, -0.1293], [0.0040, 0.0938, 0.0266], [-0.2427, 0.1004, 0.0681], [-0.0240, -0.1172, -0.0063], [0.0093, 0.0880, 0.0446], [0.0225, -0.0035, 0.0073], [0.0165, -0.0121, 0.0008], [-0.0011, 0.0002, -0.0246], [-0.0061, -0.0204, -0.0177], [-0.0163, 0.0011, 0.0197], [-0.0796, -0.0363, 0.0070], [-0.0083, -0.0181, -0.0163], [0.0323, 0.0124, -0.0121], [0.0275, 0.0089, 0.0057], [0.0037, 0.0413, 0.0126], [-0.0436, 0.0146, 0.0309], [-0.0010, -0.0115, 0.0184], [-0.0105, -0.0236, -0.0025], [-0.0069, -0.0088, -0.0024], [-0.0340, -0.0650, 0.0096], [-0.0094, 0.0064, 0.0259], [0.0020, -0.0098, 0.0174], [0.0107, -0.0087, 0.0052], [0.0050, -0.0141, -0.0187], [-0.0090, 0.0005, -0.0164], [-0.0094, 0.0126, -0.0147], [0.0045, -0.0040, -0.0195], [0.0187, -0.0022, -0.0213], [0.0180, 0.0102, 0.0019], [0.0028, 0.0153, 0.0168], [0.0008, 0.0234, -0.0027]]}



{"formula": "C3H5BO2", "method": "ωB97M-V with the def2-TZVPD basis set", "max_force_ev_per_a": 3.18, "gap_ev": 8.73, "de_lowest_kcal_mol": 65.8, "smiles": "O=CC/C=B/O", "symbols": ["B", "C", "C", "C", "O", "O", "H", "H", "H", "H", "H"], "coordinates": [[-0.690199, 1.187007, -1.322060], [-0.853598, 0.059302, -0.553705], [0.074576, -0.614545, 0.473811], [1.524397, -0.266034, 0.654921], [2.193265, 0.645125, 0.247776], [-0.847585, 2.112911, -2.239785], [-1.754264, -0.527130, -0.484512], [0.139977, -1.727737, 0.391739], [-0.313421, -0.647588, 1.551224], [2.025781, -0.872897, 1.463177], [-0.907069, 1.668023, -3.037980]], "atomic_forces_ev_per_a": [[-0.6164, -0.2665, 0.1437], [1.5126, -1.4708, 2.1765], [0.1810, -0.7887, 0.5891], [0.4171, 0.2779, 1.7666], [-0.6134, 0.3273, -1.1038], [0.2752, 1.4644, 2.3276], [-0.7092, 0.5219, -0.5530], [-0.2262, 0.4626, -0.6905], [0.2296, 0.7377, -1.1341], [-0.4808, -0.3202, -0.4865], [0.0305, -0.9457, -3.0358]]}



{"formula": "C2H8N2O2", "method": "ωB97M-V with the def2-TZVPD basis set", "max_force_ev_per_a": 3.26, "gap_ev": 9.95, "de_lowest_kcal_mol": 75.7, "smiles": "CN(O)[C@@H](N)O", "symbols": ["C", "C", "N", "N", "O", "O", "H", "H", "H", "H", "H", "H", "H", "H"], "coordinates": [[0.881213, -0.512979, 0.033707], [-1.521819, -0.328592, -0.527673], [-0.519375, -0.291589, 0.488256], [1.368169, 0.439703, -0.923286], [-0.480888, 1.084564, 1.119555], [1.688316, -0.540024, 1.154810], [-0.909653, 0.953141, 1.974898], [1.645319, 0.345054, 1.548721], [0.903647, -1.516418, -0.401229], [0.969723, 0.300867, -1.842590], [1.174919, 1.385472, -0.608229], [-2.502769, -0.152916, -0.090184], [-1.336862, 0.293094, -1.410668], [-1.359941, -1.459376, -0.516088]], "atomic_forces_ev_per_a": [[-0.5256, 0.0974, -0.0120], [0.6765, -2.0382, 0.9310], [0.6504, 2.3182, 2.1963], [0.0788, 0.0854, -0.1708], [0.0872, -0.9020, -0.8054], [0.1962, 0.1513, 0.3065], [0.1173, -0.2310, -0.1769], [-0.0105, -0.2211, -0.0262], [-0.0680, 0.1227, -0.0294], [-0.0049, 0.0512, 0.0372], [-0.0193, -0.0468, -0.0993], [0.0695, 0.1017, -0.0937], [-0.0525, -0.4114, -0.1280], [-1.1951, 0.9226, -1.9293]]}